a.
Density functional theory data (wB97M-V/def2-TZVPD) for a structure of composition C3H2.

Structure (XYZ):
```
5
Properties=species:S:1:pos:R:3
H -1.5891 -0.4168 -0.3534
C 2.4029 -0.0148 -0.0188
H -0.5747 1.0165 0.6159
C -0.6827 0.0035 -0.0313
C 0.4436 -0.5884 -0.2124
```

Values from the calculation:
- HOMO energy (spin up / spin down) (Ha) = -0.315 / -0.346
- charge = 0

=====

b.
Density functional theory data (wB97M-V/def2-TZVPD) for the molecule C3H2.

Structure (XYZ):
```
5
Properties=species:S:1:pos:R:3
H 0.5713 -0.5766 0.4573
C -0.0924 1.5155 0.8152
C -0.6508 2.1317 1.7502
H -0.9645 0.1548 -0.2218
C -0.0046 0.3098 0.2914
```

Values from the calculation:
- HOMO energy (Ha) = -0.373
- charge = 0

=====

Verdict on stability: a comes out at the bottom.

=====

a.
Density functional theory data (wB97M-V/def2-TZVPD) for a structure of composition C16H22N2O3.

Structure (XYZ):
```
43
Properties=species:S:1:pos:R:3
H -0.1750 -2.3925 -2.5907
O 1.2879 -1.9463 -1.3605
C 2.8339 1.0110 0.4528
H 2.6224 3.1805 0.3886
C 2.8282 -1.4044 0.2567
C -1.9920 0.2090 -0.9151
H -1.5990 2.2068 1.7656
H 0.3567 3.4754 0.9451
C 2.0585 2.3901 -0.0092
H -3.8154 1.2780 2.0163
H 4.0193 -1.0078 1.9523
H -1.3370 0.1379 -1.9777
H 2.5521 2.1270 -2.0648
H 0.8638 -2.3205 0.6618
C 0.6774 2.1236 0.7043
C -3.3042 0.8485 1.2142
C 1.8315 -2.2636 -0.1502
C 0.4665 1.8721 -1.6037
H 3.6033 -1.4269 -0.1637
C -2.0620 1.5596 1.1083
N 2.2229 -0.2177 0.0506
H -0.9039 -2.6438 -0.8480
N -0.2531 1.8577 -0.4662
O 3.9440 1.0179 0.9660
H 2.5167 -1.3926 2.4479
C -3.1329 -0.4955 -0.6601
H 0.2872 -3.8176 -1.9188
H 1.8110 3.5310 -1.6143
H 1.9697 -3.2418 -0.1084
H 1.3607 0.0342 -0.2911
C 3.2640 -1.7936 1.6672
H 3.7387 -2.6582 1.5594
H -5.1274 -1.3135 1.8073
C 1.7553 2.5456 -1.4805
C -5.2153 -0.7051 0.6840
H -3.6141 -0.9908 -1.3008
C 0.1191 -2.7354 -1.7165
O -0.1255 1.8404 -2.6420
H -5.5320 -1.1697 -0.0137
C -1.3752 0.9941 -0.2180
H -6.0364 0.1442 1.1795
H 0.5381 1.6322 1.7021
C -3.9284 -0.0795 0.5840
```

Values from the calculation:
- HOMO energy (Ha) = -0.301
- charge = 0

=====

b.
Density functional theory data (wB97M-V/def2-TZVPD) for a structure of composition C16H22N2O3.

Structure (XYZ):
```
43
Properties=species:S:1:pos:R:3
O -1.1174 0.6150 -0.9619
H -5.5661 1.8928 -0.9157
H -0.1677 -3.2380 1.3741
C -4.9008 2.1889 -0.3736
O -3.6051 1.5718 -0.5221
H 1.0922 2.1546 1.1594
C 0.6549 1.4283 0.2765
C -2.7655 -2.3836 0.4955
H 3.0941 -1.3249 -2.7759
H 0.7835 -3.1149 0.3462
H -0.4720 2.6158 -0.8471
C -4.4563 -0.5206 0.6459
C -0.0940 -3.1039 0.3887
H -5.1875 2.3305 0.9354
C -1.7443 -1.4475 0.0487
C -3.4140 0.4286 -0.2269
H 5.0210 2.3661 1.8555
H 2.0759 2.3532 -1.1242
H -5.3814 0.0249 0.6634
C 1.7815 1.2180 -0.8777
C -2.1566 -0.0794 -0.4122
H -2.5039 -3.2974 1.1080
H 1.3560 0.6826 -1.5189
H 3.3614 2.2359 2.2956
H 5.1177 -1.7133 -0.4568
H -1.3225 1.9826 0.4944
C 4.0032 0.9328 0.6668
H 3.9127 3.1218 0.6957
C 3.4256 -0.9410 -0.7115
C -0.6658 1.9247 -0.1673
H -4.7631 3.2696 -0.9544
C -4.1123 -1.7775 0.8940
H -0.7748 -3.9308 -0.2150
N 4.5193 -1.1066 -0.0527
N 5.0589 0.0518 0.5965
H 1.5911 -1.6658 -1.5513
H -4.9349 -2.1828 1.3845
O -0.3560 -1.7303 -0.1626
C 4.0895 2.1626 1.2060
C 2.8362 -1.6954 -1.7322
H 3.0549 -2.9293 -1.5071
H 0.6890 0.1792 0.7558
C 2.9435 0.4509 -0.2193
```

Values from the calculation:
- HOMO energy (Ha) = -0.278
- charge = 0

=====

c.
Density functional theory data (wB97M-V/def2-TZVPD) for a cluster of 2 separate species, C16H22N2O3 in total.

Structure (XYZ):
```
43
Properties=species:S:1:pos:R:3
H 2.7327 0.3863 1.7500
H 0.5820 -3.9001 2.3510
C -1.6095 -0.1625 2.7334
C 0.6991 -2.9829 2.9272
C -3.8820 0.5014 3.3842
C 2.6209 1.4592 1.5219
H -0.6537 -3.9066 4.3766
H 3.7024 3.0249 0.5364
H -0.3683 -1.1046 5.2252
H -2.5300 2.0627 6.6882
C 3.7188 1.9341 0.6076
H -1.8465 -1.9435 4.7414
H -1.7653 -0.0727 1.6540
H 0.7462 -3.1080 5.0935
H -4.2086 0.0814 2.4245
C -1.5110 3.5195 -0.2638
H -4.9979 1.8552 6.2971
C -0.8036 -1.7497 4.4463
C 0.0102 -3.0431 4.2924
C -4.2948 1.5126 5.5409
C -2.9157 1.6174 5.7725
H 1.7617 -2.7763 3.0624
H 3.6415 1.5009 -0.3936
O -2.4826 3.2464 1.9019
H -2.2365 3.1080 -0.9673
H -0.9280 1.2610 4.9292
H 4.6813 1.6435 1.0370
C -4.7756 0.9800 4.3362
C -1.6774 2.8245 1.0600
N -0.7680 -1.0893 3.1272
C -2.0110 1.1480 4.8249
H 0.8250 -1.1358 1.7126
N -0.9247 1.7158 1.1604
H -0.5535 -2.1578 1.3119
C 0.0796 -1.8213 2.1487
H -0.5193 3.3373 -0.6761
C 0.2903 1.8073 1.7535
H 2.6021 2.0233 2.4605
H -5.8462 0.9512 4.1232
O 1.3333 1.6348 0.8701
H -1.6696 4.5903 -0.1552
O 0.5010 1.9351 2.9724
C -2.4962 0.5305 3.6495
```

Values from the calculation:
- HOMO energy (Ha) = -0.265
- charge = 0

=====

Verdict on stability: b comes out at the bottom.